[1]
This record from the Open Molecules 2025 dataset describes a cluster of 2 separate species, C2H3ClFI in total in a non-equilibrium geometry. The level of theory is ωB97M-V/def2-TZVPD.

HOMO-LUMO gap (eV): 9.066
Energy above the lowest of the compared OMol25 structures with the same formula, charge and spin (kJ/mol): 313.8

```
8
C2H3ClFI ωB97M-V/def2-TZVPD
C -0.82 0.39 -0.09
C 0.64 -0.09 -0.02
F 1.06 -0.88 -1.01
Cl 1.74 1.23 0.25
I -2.23 -1.20 -0.11
H -0.85 1.03 0.73
H -0.69 0.89 -1.12
H 1.15 -1.37 1.37
```



[2]
This record from the Open Molecules 2025 dataset describes a cluster of 2 separate species, C2H3ClN in total in a non-equilibrium geometry. The level of theory is ωB97M-V/def2-TZVPD.

Total charge: +1
HOMO-LUMO gap (alpha / beta) (eV): 7.670 / 5.182
Energy above the lowest of the compared OMol25 structures with the same formula, charge and spin (kJ/mol): 538.7

```
7
C2H3ClN ωB97M-V/def2-TZVPD
C -0.70 0.97 -0.85
C 1.83 0.11 0.83
N -1.60 0.21 -0.56
Cl 2.94 -0.08 -0.23
H 1.44 -0.79 1.33
H -1.26 -0.70 -0.16
H -2.65 0.29 -0.35
```



[3]
This record from the Open Molecules 2025 dataset describes the ion C2H3ClN with charge +1 in a non-equilibrium geometry. The level of theory is ωB97M-V/def2-TZVPD.

Total charge: +1
HOMO-LUMO gap (eV): 11.599
Energy above the lowest of the compared OMol25 structures with the same formula, charge and spin (kJ/mol): 88.6
SMILES string: CC#[N+]Cl

```
7
C2H3ClN ωB97M-V/def2-TZVPD
C -0.24 0.03 0.05
C -1.64 0.22 -0.08
N -2.89 0.13 -0.07
Cl -4.46 0.24 0.05
H 0.25 0.66 -0.64
H -0.07 -0.95 -0.19
H 0.06 0.18 1.20
```



[4]
This record from the Open Molecules 2025 dataset describes a cluster of 2 separate species, C2H3ClN2 in total in a non-equilibrium geometry. The level of theory is ωB97M-V/def2-TZVPD.

HOMO-LUMO gap (eV): 11.418
Energy above the lowest of the compared OMol25 structures with the same formula, charge and spin (kJ/mol): 170.7
SMILES string: [H]/N=C\Cl.C#N

```
8
C2H3ClN2 ωB97M-V/def2-TZVPD
H -2.41 -1.57 -0.77
N -1.56 -1.85 -0.16
C -0.83 -0.98 0.32
Cl -1.15 0.82 0.20
H 0.13 -1.23 0.88
C 1.83 1.59 -0.15
N 2.27 0.54 -0.26
H 1.72 2.68 -0.06
```



[5]
This record from the Open Molecules 2025 dataset describes the ion C2H3ClN3S with charge +1 in a non-equilibrium geometry. The level of theory is ωB97M-V/def2-TZVPD.

Total charge: +1
HOMO-LUMO gap (eV): 8.854
Energy above the lowest of the compared OMol25 structures with the same formula, charge and spin (kJ/mol): 161.8
SMILES string: C/N=C(/Cl)N=[N+]=S

```
10
C2H3ClN3S ωB97M-V/def2-TZVPD
C 1.64 -0.90 0.52
N 0.24 -0.97 0.32
C -0.77 -0.59 -0.15
Cl -2.37 -1.08 -0.32
N -0.80 1.11 -0.81
N -1.47 2.04 -0.66
S -2.35 3.18 -0.33
H 2.00 -0.95 -0.45
H 1.86 0.05 0.92
H 2.02 -1.90 0.96
```



[6]
This record from the Open Molecules 2025 dataset describes the molecule C2H3ClN4O2S in a non-equilibrium geometry. The level of theory is ωB97M-V/def2-TZVPD.

HOMO-LUMO gap (alpha / beta) (eV): 7.982 / 7.983
Energy above the lowest of the compared OMol25 structures with the same formula, charge and spin (kJ/mol): 139.2

```
13
C2H3ClN4O2S ωB97M-V/def2-TZVPD
C 1.43 -0.02 0.28
C -0.73 0.46 0.79
N 0.15 -0.23 -0.18
N 0.10 1.04 1.67
N 1.35 0.71 1.39
N -1.98 0.54 0.64
O 0.75 -1.34 -2.34
O -1.32 -2.03 -1.34
S -0.42 -1.01 -1.57
Cl -1.29 0.55 -2.50
H 2.20 -0.67 -0.03
H 2.20 1.05 1.81
H -2.44 0.95 1.40
```



[7]
This record from the Open Molecules 2025 dataset describes a cluster of 2 separate species, C2H3ClO2 in total in a non-equilibrium geometry. The level of theory is ωB97M-V/def2-TZVPD.

HOMO-LUMO gap (eV): 9.496
Energy above the lowest of the compared OMol25 structures with the same formula, charge and spin (kJ/mol): 301.7

```
8
C2H3ClO2 ωB97M-V/def2-TZVPD
C -0.15 -0.25 0.60
C 1.10 0.08 -0.12
O -0.67 -0.69 1.53
O -1.42 0.16 -0.80
Cl -3.01 0.26 -0.31
H 0.71 0.53 -0.99
H 1.82 0.77 0.42
H 1.62 -0.87 -0.34
```



[8]
This record from the Open Molecules 2025 dataset describes the molecule C2H3ClO2S in a non-equilibrium geometry. The level of theory is ωB97M-V/def2-TZVPD.

HOMO-LUMO gap (eV): 9.550
Energy above the lowest of the compared OMol25 structures with the same formula, charge and spin (kJ/mol): 145.3

```
9
C2H3ClO2S ωB97M-V/def2-TZVPD
C 1.08 0.62 0.89
C 0.62 0.66 -0.36
O -2.64 -0.88 -1.21
O -0.56 0.39 -0.96
S -1.70 -0.64 -0.17
Cl -0.51 -2.40 0.03
H 0.32 0.33 1.54
H 1.98 0.97 1.36
H 1.41 0.96 -1.11
```



[9]
This record from the Open Molecules 2025 dataset describes the molecule C2H3ClO2S in a non-equilibrium geometry. The level of theory is ωB97M-V/def2-TZVPD.

HOMO-LUMO gap (eV): 8.994
Energy above the lowest of the compared OMol25 structures with the same formula, charge and spin (kJ/mol): 166.6

```
9
C2H3ClO2S ωB97M-V/def2-TZVPD
C -0.44 0.12 0.10
C 1.05 -0.58 0.32
O -2.67 0.00 -1.10
O -0.68 1.46 0.20
S -1.58 -0.80 -0.65
Cl 2.06 -0.02 -1.09
H 0.85 -1.74 0.19
H 1.32 -0.31 1.41
H 0.08 1.86 0.62
```



[10]
This record from the Open Molecules 2025 dataset describes a structure of composition C2H3ClO6S2 in a non-equilibrium geometry. The level of theory is ωB97M-V/def2-TZVPD.

Total charge: -2
HOMO-LUMO gap (eV): 4.765
Energy above the lowest of the compared OMol25 structures with the same formula, charge and spin (kJ/mol): 105.3

```
14
C2H3ClO6S2 ωB97M-V/def2-TZVPD
C 0.88 0.66 0.24
C 0.27 1.06 -0.80
O -0.92 3.34 -1.16
O 2.02 -2.35 1.18
O -1.48 2.06 0.85
O -2.27 1.37 -1.28
O 2.27 -1.66 -1.19
O 3.84 -0.83 0.55
S -1.29 2.09 -0.58
S 2.58 -1.47 0.23
Cl -8.53 -6.02 2.45
H 0.44 0.90 1.22
H 1.95 0.11 0.21
H 0.23 0.75 -1.93
```



[11]
This record from the Open Molecules 2025 dataset describes a structure of composition C2H3F2IO in a non-equilibrium geometry. The level of theory is ωB97M-V/def2-TZVPD.

HOMO-LUMO gap (eV): 10.132
Energy above the lowest of the compared OMol25 structures with the same formula, charge and spin (kJ/mol): 223.4

```
9
C2H3F2IO ωB97M-V/def2-TZVPD
C 0.09 0.08 -0.27
C 1.94 -0.45 -0.81
O -0.54 -0.98 0.27
F 2.25 -0.32 -2.08
F 2.74 0.39 -0.10
I 2.16 -2.56 -0.28
H -0.24 0.52 -1.14
H 0.20 0.87 0.44
H 0.15 -1.30 0.83
```



[12]
This record from the Open Molecules 2025 dataset describes a cluster of 2 separate species, C2H3F2IO in total in a non-equilibrium geometry. The level of theory is ωB97M-V/def2-TZVPD.

HOMO-LUMO gap (alpha / beta) (eV): 6.533 / 6.401
Energy above the lowest of the compared OMol25 structures with the same formula, charge and spin (kJ/mol): 372.0

```
9
C2H3F2IO ωB97M-V/def2-TZVPD
C 0.48 -0.41 0.65
C -0.18 0.15 -0.48
O -0.81 1.28 -0.25
F -0.03 -0.30 -1.70
F -2.06 -1.57 0.36
I 2.67 0.51 0.43
H 0.17 -0.03 1.53
H 0.55 -1.49 0.50
H -0.80 1.86 -1.03
```



[13]
This record from the Open Molecules 2025 dataset describes a cluster of 2 separate species, C2H3F2IO in total in a non-equilibrium geometry. The level of theory is ωB97M-V/def2-TZVPD.

HOMO-LUMO gap (eV): 9.229
Energy above the lowest of the compared OMol25 structures with the same formula, charge and spin (kJ/mol): 430.0

```
9
C2H3F2IO ωB97M-V/def2-TZVPD
C 0.73 0.13 -0.40
C -3.17 1.71 0.55
O 0.07 -0.48 0.33
F -4.10 2.16 -0.17
F -1.98 1.92 -0.09
I -3.59 -0.76 0.00
H 0.21 0.92 -0.97
H 1.86 -0.03 -0.34
H -2.36 -1.07 0.87
```



[14]
This record from the Open Molecules 2025 dataset describes a cluster of 2 separate species, C2H3F2N in total in a non-equilibrium geometry. The level of theory is ωB97M-V/def2-TZVPD.

HOMO-LUMO gap (alpha / beta) (eV): 7.937 / 7.945
Energy above the lowest of the compared OMol25 structures with the same formula, charge and spin (kJ/mol): 357.6

```
8
C2H3F2N ωB97M-V/def2-TZVPD
C 1.22 0.45 0.15
C -0.91 -0.96 -0.19
N 0.10 -0.14 -0.02
F -2.12 -0.61 0.12
F -0.85 1.73 -0.10
H 1.78 0.13 1.02
H 1.41 1.31 -0.31
H -0.62 -1.91 -0.67
```



[15]
This record from the Open Molecules 2025 dataset describes the molecule C2H3F2N in a non-equilibrium geometry. The level of theory is ωB97M-V/def2-TZVPD.

HOMO-LUMO gap (eV): 12.146
Energy above the lowest of the compared OMol25 structures with the same formula, charge and spin (kJ/mol): 0.9
SMILES string: [H]/N=C(\F)CF

```
8
C2H3F2N ωB97M-V/def2-TZVPD
H -1.54 1.74 -0.28
N -0.65 1.50 -0.04
C -0.52 0.24 0.07
F -1.52 -0.68 0.21
C 0.83 -0.57 0.03
F 1.94 0.12 0.19
H 0.67 -1.44 0.74
H 0.79 -0.90 -0.94
```



[16]
This record from the Open Molecules 2025 dataset describes the molecule C2H3F2NS in a non-equilibrium geometry. The level of theory is ωB97M-V/def2-TZVPD.

HOMO-LUMO gap (eV): 10.128
Energy above the lowest of the compared OMol25 structures with the same formula, charge and spin (kJ/mol): 136.9
SMILES string: FC(F)/C=N\S

```
9
C2H3F2NS ωB97M-V/def2-TZVPD
F -0.24 -1.24 1.79
C 0.24 -0.10 1.41
F -0.84 0.78 1.11
C 1.20 -0.16 0.17
N 0.93 -0.12 -1.05
S -0.52 0.38 -1.75
H 0.80 0.34 2.29
H 2.22 -0.47 0.39
H -0.09 0.51 -2.99
```



[17]
This record from the Open Molecules 2025 dataset describes a cluster of 2 separate species, C2H3F2P in total in a non-equilibrium geometry. The level of theory is ωB97M-V/def2-TZVPD.

HOMO-LUMO gap (alpha / beta) (eV): 8.408 / 8.455
Energy above the lowest of the compared OMol25 structures with the same formula, charge and spin (kJ/mol): 509.4

```
8
C2H3F2P ωB97M-V/def2-TZVPD
C 0.39 -0.04 -0.71
C -0.79 -0.05 0.19
F -1.16 -1.13 0.93
F -1.92 0.09 -0.60
P 0.29 1.33 0.52
H 1.12 -0.76 -0.55
H -0.01 0.15 -1.66
H 2.07 0.42 1.89
```



[18]
This record from the Open Molecules 2025 dataset describes a cluster of 2 separate species, C2H3F2P in total in a non-equilibrium geometry. The level of theory is ωB97M-V/def2-TZVPD.

HOMO-LUMO gap (alpha / beta) (eV): 7.355 / 7.333
Energy above the lowest of the compared OMol25 structures with the same formula, charge and spin (kJ/mol): 433.2

```
8
C2H3F2P ωB97M-V/def2-TZVPD
C 0.15 0.64 0.81
C 0.98 -0.21 0.21
F 1.40 -0.03 -1.05
F 1.37 -1.41 0.64
P -2.06 -0.07 -1.83
H -0.12 1.46 0.27
H -0.28 0.45 1.83
H -1.45 -0.81 -0.88
```



[19]
This record from the Open Molecules 2025 dataset describes a cluster of 2 separate species, C2H3F2P in total in a non-equilibrium geometry. The level of theory is ωB97M-V/def2-TZVPD.

HOMO-LUMO gap (alpha / beta) (eV): 8.791 / 8.398
Energy above the lowest of the compared OMol25 structures with the same formula, charge and spin (kJ/mol): 532.9

```
8
C2H3F2P ωB97M-V/def2-TZVPD
C 0.24 0.09 0.88
C 1.47 0.04 -0.02
F 1.75 -0.95 -0.88
F 2.63 0.48 0.58
P 0.36 1.45 -0.54
H -0.65 -0.76 0.78
H 0.34 0.33 1.90
H -0.20 0.06 -2.64
```



[20]
This record from the Open Molecules 2025 dataset describes a cluster of 2 separate species, C2H3F3IN in total in a non-equilibrium geometry. The level of theory is ωB97M-V/def2-TZVPD.

HOMO-LUMO gap (alpha / beta) (eV): 7.476 / 6.424
Energy above the lowest of the compared OMol25 structures with the same formula, charge and spin (kJ/mol): 130.8

```
10
C2H3F3IN ωB97M-V/def2-TZVPD
C 0.48 -0.21 -0.17
C -0.90 0.01 -0.61
N 1.21 0.82 0.30
F -1.58 -1.14 -0.88
F -1.56 0.74 0.25
F -0.98 0.63 -1.85
I -0.23 -2.12 2.18
H 0.84 -1.05 -0.61
H 0.60 1.51 0.72
H 2.13 0.82 0.65
```